Below is C24H22N2O2 as an isolated structure, with properties calculated with ωB97M-V with the def2-TZVPD basis set.

```
50
Properties=species:S:1:pos:R:3:forces:R:3
C 4.2267 2.5455 -0.6907 0.2 0.2 0.0
C 2.8600 2.1000 -0.2443 -0.4 -0.3 0.0
C 2.5992 0.7519 0.0425 -0.3 0.3 -0.1
C 1.3690 0.3526 0.5635 0.2 0.2 -0.1
C 0.4380 1.3275 1.0080 0.3 -0.5 -1.3
C -0.4769 1.1304 2.1620 -0.1 -1.1 0.9
N 0.0768 0.1716 3.1218 0.3 -0.3 1.4
O -0.0957 0.4015 4.3460 0.3 -0.3 -1.9
O 0.6155 -0.8549 2.6907 -1.0 1.1 1.1
C 0.5799 2.6050 0.4229 0.2 -0.3 0.6
C 1.7805 2.9936 -0.1625 0.3 -0.4 -0.2
H 4.2739 3.6364 -0.7330 0.0 -0.1 -0.1
H 5.0101 2.2313 0.0125 -0.3 -0.1 -0.1
H 4.5024 2.1500 -1.6767 -0.1 0.0 0.2
H 3.3729 -0.0054 -0.1186 -0.3 0.3 -0.1
H 1.1637 -0.7114 0.6283 0.1 0.4 0.4
H -0.6574 2.1054 2.6160 0.1 -0.5 0.3
H -0.2492 3.2970 0.4757 0.1 0.2 0.3
H 1.9234 4.0024 -0.5432 -0.2 -0.1 0.1
C -3.5579 -2.3678 6.2835 0.3 0.1 0.1
N -3.5593 -1.8319 4.9327 0.2 0.1 -0.2
C -2.7857 -0.7867 4.4990 -0.4 -0.7 -1.0
C -3.0449 -0.5159 3.1429 0.1 -1.3 1.4
C -2.3947 0.5298 2.3763 0.9 2.1 -0.7
C -2.6627 0.5833 0.9236 -0.3 0.3 -0.4
C -2.6401 -0.5868 0.1548 -0.1 0.1 -0.1
C -3.0261 -0.5577 -1.1880 0.0 0.2 0.3
C -3.4253 0.6549 -1.7647 0.5 0.0 -0.2
C -3.2478 1.8553 -1.0619 -0.1 -0.3 0.1
C -2.8527 1.8105 0.2773 -0.3 -0.1 -0.3
C -4.2018 -1.3798 2.7942 0.4 -0.6 0.8
C -5.1625 -1.4548 1.7846 -0.6 -0.2 -0.5
C -6.3182 -2.2533 1.9462 0.7 0.6 -0.3
C -6.5109 -3.0426 3.0897 0.6 0.0 0.2
C -5.5272 -3.0660 4.0897 -0.7 -0.1 -0.8
C -4.4325 -2.2219 3.9234 0.1 1.0 0.6
H -4.0742 -3.3327 6.2944 0.2 0.3 0.0
H -2.5168 -2.5178 6.5961 -0.3 0.0 0.0
H -4.0504 -1.6869 6.9953 0.1 -0.2 -0.3
H -2.0666 -0.3481 5.1812 -0.1 0.0 -0.3
H -2.4477 1.4675 2.9511 -0.5 -0.3 -0.7
H -2.3585 -1.5243 0.6375 -0.1 0.2 -0.2
H -3.0152 -1.4905 -1.7633 -0.1 0.5 0.2
H -3.7900 0.6659 -2.7946 0.2 0.1 0.3
H -3.4220 2.8225 -1.5493 0.0 -0.5 0.2
H -2.7223 2.7338 0.8428 -0.2 -0.2 -0.1
H -5.0100 -0.8723 0.8750 -0.3 -0.2 0.3
H -7.0843 -2.2279 1.1596 0.4 -0.1 0.4
H -7.4288 -3.6216 3.1949 0.3 0.1 0.0
H -5.6263 -3.7082 4.9628 -0.1 0.3 -0.2
```
Forces are in eV/Å.

The net charge is 0. The calculation puts the HOMO energy at -7.4866 eV.

Atomic partial charges in e from the Mulliken method, atoms 1 to 8:
1. C -1.396
2. C 1.017
3. C -0.715
4. C -0.053
5. C 0.197
6. C -0.636
7. N 1.136
8. O -0.700


Below is C24H22N3O4PS2Tc as an isolated structure, with properties calculated with ωB97M-V with the def2-TZVPD basis set.

```
57
Properties=species:S:1:pos:R:3:forces:R:3
Tc -1.4337 0.6794 -1.9565 -0.3 -0.7 -0.3
O -2.7551 1.7686 -0.8129 -0.2 0.0 -0.3
C -2.9683 0.7222 -0.1112 -0.3 0.3 0.5
O -2.5986 -0.3854 -0.6789 0.8 0.3 -0.1
C -3.4658 0.8564 1.2671 -0.1 -0.2 -0.4
P -2.1013 1.1158 2.5413 -0.2 0.7 0.7
C -1.4654 -0.5164 2.9275 0.1 -0.4 0.0
C -0.5316 -0.5494 3.9767 -0.2 0.0 -0.2
C -0.0061 -1.7537 4.4046 0.0 -0.1 0.0
C -0.4337 -2.9390 3.8163 0.0 0.0 0.0
C -1.3753 -2.9171 2.7960 0.1 -0.1 0.1
C -1.8927 -1.7133 2.3485 0.2 0.2 0.0
C -0.7884 1.8891 1.5003 0.1 -0.3 -0.3
C 0.3303 1.1991 1.2242 -0.1 0.0 -0.1
C 1.3320 1.4759 0.1734 0.0 0.1 0.0
C 1.1768 4.1402 0.2995 -0.1 0.0 0.0
C -0.3143 4.1539 0.4821 0.0 0.0 0.0
C -1.1149 3.2408 1.0351 0.1 0.0 0.0
H -4.0234 -0.0199 1.5977 0.0 0.0 0.0
H -4.1159 1.7292 1.3096 0.0 0.0 0.0
H -0.2318 0.3705 4.4678 0.0 0.0 0.0
H 0.7142 -1.7726 5.2111 0.0 0.0 0.0
H -0.0404 -3.8845 4.1654 0.0 0.0 0.0
H -1.7076 -3.8428 2.3460 0.0 0.0 0.0
H -2.6047 -1.7201 1.5341 0.0 0.0 0.0
H 0.4649 0.2054 1.6387 0.0 0.0 0.0
H 2.1979 0.8243 0.1452 0.0 0.0 0.0
H 1.4437 4.9253 -0.4082 0.0 0.1 0.0
H -0.7667 5.0995 0.2065 0.0 0.0 0.0
H -2.1509 3.5369 1.1592 0.0 0.0 0.0
O 0.4741 -2.0159 -0.0984 0.0 0.1 -0.2
S 1.0260 -1.7660 -1.3925 0.3 -0.1 0.3
O 2.3024 -1.1329 -1.5060 -0.1 0.0 0.0
N -0.0929 -0.8394 -2.2687 -0.4 -0.1 0.1
C -0.6538 -1.5183 -3.2407 0.4 -0.4 0.1
S -1.9070 -0.5350 -3.8869 -0.1 0.5 0.1
C -0.1252 -2.8607 -3.4536 -0.2 0.3 -0.1
C -0.4394 -3.7938 -4.4265 0.0 -0.1 -0.1
C 0.2474 -5.0032 -4.4086 0.0 0.0 0.0
C 1.2185 -5.2598 -3.4476 0.0 0.0 0.0
C 1.5406 -4.3219 -2.4647 0.0 0.1 0.0
C 0.8484 -3.1349 -2.4928 0.1 -0.1 0.0
H -1.1885 -3.5879 -5.1799 0.0 0.0 0.0
H 0.0277 -5.7537 -5.1552 0.0 0.0 0.0
H 1.7404 -6.2072 -3.4616 0.0 0.0 0.0
H 2.2994 -4.5274 -1.7220 0.0 0.0 0.0
C 1.9085 4.3399 1.6232 0.0 0.0 0.0
N 1.6962 2.8851 -0.3735 0.1 -0.1 -0.1
C 3.0846 2.9821 -0.9157 -0.1 0.0 0.0
C 0.8153 1.9736 -1.0883 0.2 0.1 0.3
N -0.0181 1.9333 -1.9963 0.0 0.1 -0.1
H 1.5174 5.2379 2.0988 0.0 0.0 0.0
H 2.9797 4.4802 1.4942 0.0 0.0 0.0
H 1.7254 3.5007 2.2949 0.0 0.0 0.0
H 3.7693 3.1652 -0.0938 0.0 0.0 0.0
H 3.1010 3.7977 -1.6344 0.1 0.0 0.0
H 3.3293 2.0444 -1.4096 0.0 0.0 0.0
```
Forces are in eV/Å.

The net charge is +2. Its spin multiplicity is 2. The calculation puts the HOMO energy (spin up / spin down) at -13.6996 / -13.7006 eV.

Atomic partial charges in e from the Mulliken method, atoms 1 to 8:
1. Tc 0.175
2. O -0.696
3. C 1.178
4. O -0.595
5. C -0.901
6. P -0.253
7. C 0.297
8. C -0.197